Molecular formula: C37H24BF9N2
Method: DFT, ωB97M-V/def2-TZVPD

Values from the calculation:
Charge = 0
E_HOMO = -0.265 hartree
M = 678.4 g/mol
HOMO-LUMO gap = 6.452 eV
Electronic energy = -2457.461793 hartree
Multiplicity = 1

```
73
Properties=species:S:1:pos:R:3:forces:R:3:lowdin_charge:R:1
F -4.43532 -12.26168 3.11409 1.13 1.01 0.37 0.058
C -3.30208 -11.83818 3.76560 -0.58 -0.83 0.05 -0.209
C -3.43827 -11.31961 5.05137 -0.23 -0.10 -0.24 0.073
C -2.29574 -11.23114 5.81418 0.22 0.78 0.24 -0.166
F -2.41276 -10.55746 7.01062 -0.04 -1.29 -1.23 0.080
C -1.05071 -11.73250 5.38908 0.05 0.26 -0.31 0.029
B 0.00309 -12.14895 6.42481 -0.13 1.78 -0.86 -0.192
C -0.04809 -11.58085 7.85912 -0.35 -0.01 0.63 -0.002
C 0.04780 -10.25453 8.32715 -0.67 -0.11 -0.43 -0.194
F -0.12463 -9.21468 7.43580 0.80 -1.27 0.89 0.062
C 0.17063 -9.95399 9.67757 -0.16 -0.27 0.25 0.076
C 0.01058 -11.02673 10.56443 0.42 -0.09 0.55 -0.215
F 0.14954 -10.79475 11.91211 -0.22 -0.05 -1.20 0.045
C -0.26330 -12.33699 10.16967 0.03 0.20 0.06 0.074
C -0.28561 -12.57109 8.81252 -0.03 0.26 -0.04 -0.185
F -0.66029 -13.82540 8.36368 0.62 1.07 0.42 0.074
C 1.12688 -13.14685 6.12208 0.40 -0.53 0.14 0.004
C 2.46135 -12.98599 6.54384 -0.27 0.48 -0.09 -0.163
F 2.87156 -11.73366 6.97273 -0.52 -1.49 -0.46 0.061
C 3.38575 -14.01689 6.52941 -0.04 -0.14 -0.12 0.077
C 2.91624 -15.25947 6.10088 0.23 -0.66 0.37 -0.218
F 3.74798 -16.34779 6.22836 -0.65 1.11 -0.37 0.047
C 1.62281 -15.48679 5.63923 0.23 -0.02 0.06 0.077
C 0.76017 -14.41225 5.65747 -0.08 0.23 -0.09 -0.197
F -0.54053 -14.62305 5.26260 1.21 0.12 0.36 0.078
H 0.98638 -7.74363 4.67973 -0.63 -1.07 0.61 0.105
C -0.96439 -12.00838 4.00247 0.34 0.28 -0.19 -0.180
F 0.28058 -12.18165 3.44211 -1.38 -0.16 0.71 0.073
C -2.06314 -12.06125 3.15828 -0.08 -0.04 0.16 0.079
H -4.38320 -11.01494 5.48552 -0.01 -0.14 -0.26 0.139
H 0.35668 -8.93532 10.03120 -0.22 -0.44 -0.16 0.133
H -0.44117 -13.16467 10.84431 0.03 0.29 0.22 0.135
H 4.41728 -13.87547 6.84723 -0.32 -0.07 -0.04 0.138
H 1.26497 -16.45420 5.31493 0.22 -0.05 0.08 0.136
H -1.98086 -12.29822 2.09589 -0.01 -0.05 0.45 0.141
C 3.51945 -9.78704 0.03074 0.13 0.10 0.04 -0.026
N 2.75865 -9.16984 1.10835 -0.73 -0.05 -0.42 -0.111
C 2.69354 -9.64067 2.40649 -0.70 1.36 0.84 0.006
C 1.95654 -8.73899 3.18543 0.51 -0.62 -0.52 -0.150
C 1.83327 -8.43931 4.66314 -0.47 -2.14 -0.55 -0.108
C 2.84464 -7.54706 5.27427 0.78 2.22 -0.29 -0.134
C 3.20110 -6.35699 4.60121 -0.83 -1.69 1.20 -0.012
N 3.26625 -5.33286 5.49643 0.12 0.01 0.55 -0.106
C 3.73961 -4.02288 5.13845 0.38 -0.04 -0.06 -0.022
C 3.03931 -5.81381 6.79050 1.01 -0.36 -0.93 -0.166
C 2.82862 -7.21348 6.69927 -0.46 0.59 -0.95 -0.123
C 2.61593 -7.94054 7.86723 0.23 0.09 0.50 -0.029
C 2.78192 -7.29273 9.10368 -0.10 -0.53 -0.65 -0.099
C 3.09207 -5.92364 9.16971 -0.14 0.15 -0.50 -0.092
C 3.20578 -5.16145 7.99636 0.13 -0.20 0.98 -0.023
C 1.42436 -7.76294 2.28332 0.97 -0.08 -0.48 -0.164
C 2.01108 -7.99233 1.00723 0.58 -0.34 0.74 -0.169
C 2.06651 -6.98583 0.04284 -0.26 0.79 0.09 -0.017
C 1.51131 -5.73952 0.39197 0.15 -0.64 -0.48 -0.098
C 0.80578 -5.56076 1.59478 -0.44 -0.60 0.86 -0.100
C 0.72012 -6.58453 2.54785 -0.01 0.53 -0.63 -0.040
H 3.24489 -9.32185 -0.92458 -0.11 -0.32 0.28 0.081
H 4.59154 -9.60328 0.16381 -0.08 -0.05 0.06 0.089
H 3.36499 -10.88019 -0.01119 -0.12 0.55 -0.01 0.094
H 3.17150 -10.57380 2.68168 0.10 0.27 -0.03 0.126
H 1.67665 -9.39399 5.23228 -0.13 1.01 -0.18 0.124
H 3.23608 -6.15631 3.53350 0.02 -0.09 0.30 0.134
H 3.72335 -3.38644 6.01495 -0.11 0.21 -0.05 0.075
H 4.77315 -4.09164 4.78697 -0.01 0.13 0.03 0.096
H 3.13290 -3.60040 4.33375 -0.03 0.05 0.17 0.092
H 2.38751 -9.00679 7.78381 0.18 0.34 0.27 0.098
H 2.71348 -7.88928 10.01531 -0.04 0.28 -0.18 0.094
H 3.24632 -5.46891 10.14750 -0.03 0.00 -0.29 0.097
H 3.48790 -4.11482 8.01956 -0.11 -0.05 0.19 0.097
H 2.58447 -7.14989 -0.90579 -0.16 0.25 0.31 0.101
H 1.61737 -4.88495 -0.27880 -0.11 -0.36 0.05 0.096
H 0.30348 -4.62269 1.82256 0.18 -0.07 -0.25 0.096
H 0.15712 -6.49458 3.49196 0.42 0.31 -0.60 0.120
```
Forces are in eV/Å.